C18H35INO2P2PmSi as an isolated structure. Source: the Open Molecules 2025 dataset; level of theory: the ωB97M-V functional and the def2-TZVPD basis.

Element x y z (Å)
C: 0.097 0.441 -7.171
C: 0.105 1.369 -5.997
H: 0.101 1.075 -8.076
H: -0.797 -0.200 -7.145
H: 0.982 -0.213 -7.148
O: 0.118 2.552 -5.945
I: 0.089 0.362 -3.645
Pm: 0.067 0.374 -0.586
P: 2.977 0.612 -0.678
C: 4.048 1.922 -0.017
C: 3.822 -0.889 -0.036
H: 4.894 -0.805 -0.251
H: 4.732 0.526 -2.389
H: 3.410 -1.797 -0.484
H: 3.113 0.065 -3.074
H: 3.969 1.931 1.074
H: 3.693 -0.936 1.050
C: 3.647 0.734 -2.390
H: 5.088 1.760 -0.327
H: 3.501 1.768 -2.726
H: 3.699 2.879 -0.424
P: -2.828 0.615 -0.698
C: -3.894 1.951 -0.024
C: -3.511 0.760 -2.404
H: -3.318 -1.768 -0.556
H: -4.762 -0.752 -0.195
H: -3.482 -0.970 1.023
C: -3.681 -0.868 -0.047
H: -2.989 0.079 -3.088
H: -4.602 0.581 -2.413
H: -4.945 1.745 -0.277
H: -3.591 2.892 -0.510
H: -3.334 1.794 -2.732
H: -3.774 2.025 1.063
C: 0.787 2.710 -0.459
O: 1.062 3.811 -0.187
C: -0.887 2.185 2.373
Si: -0.539 0.476 3.109
C: 0.980 0.523 4.221
C: -1.963 -0.256 4.121
N: -0.274 -0.560 1.696
C: -0.105 -1.919 1.750
C: -0.088 -2.662 0.530
C: 0.367 -3.976 0.556
C: 0.828 -4.598 1.726
C: 0.677 -3.905 2.933
C: 0.178 -2.604 2.966
H: -1.381 2.718 3.201
H: -1.571 2.230 1.509
H: 0.024 2.746 2.119
H: 0.708 0.880 5.231
H: 1.419 -0.483 4.322
H: 1.758 1.174 3.797
H: -2.899 -0.275 3.539
H: -1.757 -1.299 4.421
H: -2.109 0.324 5.055
H: -0.435 -2.240 -0.429
H: 0.358 -4.531 -0.372
H: 1.251 -5.611 1.727
H: 0.951 -4.379 3.863
H: 0.019 -2.092 3.925

Net charge: +2
E_tot, eV: -75915.90388
ΔE to the lowest compared entry with this formula, charge and spin, kJ/mol: 61.7
Frontier orbital gap (alpha / beta), eV: 4.52 / 4.68
2S+1: 5

C23H32BCrF2N5O5S as an isolated structure. Source: the Open Molecules 2025 dataset; level of theory: the ωB97M-V functional and the def2-TZVPD basis.

Element x y z (Å)
Cr: 0.723 0.179 0.921
N: 2.129 2.128 3.079
C: 3.191 1.124 3.251
C: 2.824 -0.324 3.054
O: 3.376 -1.201 3.715
O: 1.936 -0.575 2.179
H: 1.857 2.177 2.102
H: 1.302 1.812 3.573
H: 3.626 1.223 4.243
H: 3.991 1.344 2.545
O: -4.093 -0.667 4.743
C: -4.201 -0.435 3.426
C: -5.470 -0.464 2.837
C: -5.601 -0.233 1.472
C: -4.481 0.020 0.687
C: -3.227 0.060 1.287
C: -3.065 -0.140 2.650
C: -1.678 -0.032 3.285
O: -1.638 -0.333 4.512
O: -0.715 0.361 2.582
H: -3.096 -0.585 4.912
H: -6.334 -0.664 3.460
H: -6.592 -0.268 1.018
H: -4.566 0.151 -0.392
H: -2.338 0.191 0.694
C: -0.143 2.404 -4.668
C: -0.024 1.449 -3.491
N: 1.252 1.594 -2.790
C: 1.894 0.441 -2.323
S: 2.591 0.336 -0.788
N: 1.880 -0.627 -3.263
C: 2.994 -0.640 -4.204
C: 2.807 -1.747 -5.226
H: -1.080 2.255 -5.223
H: 0.695 2.260 -5.372
H: -0.100 3.448 -4.324
H: -0.102 0.414 -3.826
H: -0.864 1.614 -2.814
H: 1.215 2.275 -2.050
H: 1.804 -1.497 -2.756
H: 3.968 -0.741 -3.706
H: 3.002 0.327 -4.716
H: 2.802 -2.733 -4.735
H: 3.607 -1.743 -5.977
H: 1.845 -1.634 -5.736
C: -1.516 4.042 0.718
N: -1.818 3.213 -0.441
C: -3.185 3.286 -0.908
C: -1.282 2.010 -0.564
N: -0.347 1.383 -0.108
H: -1.779 5.076 0.471
H: -0.468 3.969 0.993
H: -2.109 3.728 1.588
H: -3.431 4.319 -1.172
H: -3.879 2.944 -0.131
H: -3.305 2.654 -1.781
C: 3.147 -4.737 1.646
C: 2.107 -4.305 2.464
C: 1.187 -3.390 1.991
C: 1.261 -2.901 0.686
C: 2.310 -3.334 -0.127
C: 3.248 -4.248 0.348
H: 3.870 -5.441 2.039
H: 2.052 -4.643 3.497
H: 0.421 -2.996 2.644
H: 2.407 -2.919 -1.128
H: 4.038 -4.589 -0.306
F: 0.067 -1.608 -1.184
B: 0.158 -1.920 0.136
F: -1.054 -1.896 0.781

Net charge: -2
E_tot, eV: -87430.27950
ΔE to the lowest compared entry with this formula, charge and spin, kJ/mol: 205.6
Frontier orbital gap (alpha / beta), eV: 4.23 / 5.24
2S+1: 5

| no. | maximum force (eV/A) |
| --- | --- |
| 1 | 7.40 |
| 2 | 2.66 |